Entry 1:
# AlH14O7

A molecular structure, AlH14O7 (ωB97M-V/def2-TZVPD, the Open Molecules 2025 dataset).

```
22
Properties=species:S:1:pos:R:3:lowdin_charge:R:1
Al 18.41734 -13.99933 31.78899 0.72
O 16.96266 -12.69185 30.86625 0.05
H 17.20964 -11.79334 30.64736 0.12
H 16.02797 -12.73950 30.66544 0.15
O 16.74431 -13.21091 32.88953 0.07
H 16.64769 -12.25867 32.90018 0.13
H 16.44252 -13.49242 33.75319 0.14
O 20.06626 -14.48149 30.50867 0.04
H 20.48762 -13.94383 29.83814 0.13
H 20.27869 -15.38184 30.26280 0.13
O 17.69090 -15.67137 32.98319 0.04
H 17.96568 -16.38529 33.55857 0.15
H 16.91236 -16.00724 32.53901 0.13
O 19.33755 -12.47137 30.59799 0.02
H 19.25047 -11.54121 30.80645 0.14
H 19.39845 -12.49863 29.64312 0.14
O 18.25117 -16.05588 31.14806 0.03
H 18.79307 -16.75934 31.50547 0.15
H 17.69448 -16.48746 30.49993 0.15
O 20.32701 -13.30448 32.53221 0.09
H 20.80494 -13.86263 33.14566 0.14
H 20.55783 -12.41200 32.78993 0.14
```

As for the molar mass: 153.09 g/mol. As for the lowest unoccupied orbital energy: -12.83 eV. Its charge is +3. The value obtained for the highest occupied orbital energy is -23.49 eV. The calculation puts the energy relative to the best compared isomer or geometry (same formula, charge and spin) at 0.000 eV. Its energy is -776.34388 Eh.

***

Entry 2:
# C4H13N3

2 unconnected molecules or ions with the total composition C4H13N3 (ωB97M-V/def2-TZVPD, the Open Molecules 2025 dataset).

```
20
Properties=species:S:1:pos:R:3:lowdin_charge:R:1
C -1.14047 -0.70877 -0.90986 -0.30
C 0.02713 -1.57808 -1.18461 0.04
C 1.76824 1.90516 0.20278 0.33
C 1.75279 1.54252 1.57107 -0.05
N -1.84886 -0.61743 -2.05024 0.21
N -1.44378 -0.17278 0.28219 0.07
N -0.71815 -0.60306 1.42599 0.08
H 0.14172 -1.69560 -2.23348 0.10
H 0.87857 -1.03006 -0.80436 0.09
H -0.04855 -2.41971 -0.59820 0.09
H 1.75657 1.18318 -0.56322 0.08
H 1.67634 3.01895 -0.10344 0.17
H 0.90548 2.05084 1.98032 0.14
H -2.39094 0.15181 0.35400 0.18
H 2.51111 1.84645 2.30671 0.17
H -1.54270 -1.05281 -2.90640 0.13
H -2.82391 -0.37241 -2.19289 0.15
H 1.75794 0.45727 1.75050 0.10
H -0.20857 -1.53010 1.38050 0.15
H -1.00995 -0.37539 2.29263 0.06
```

As for the molar mass: 103.17 g/mol. As for the lowest unoccupied orbital energy: -10.95 eV. Its charge is +2. The value obtained for the highest occupied orbital energy is -17.30 eV. The calculation puts the energy relative to the best compared isomer or geometry (same formula, charge and spin) at 5.551 eV. Its energy is -323.68899 Eh.

***

Entry 3:
# CH7O5

4 unconnected molecules or ions with the total composition CH7O5 (ωB97M-V/def2-TZVPD, the Open Molecules 2025 dataset).

```
13
Properties=species:S:1:pos:R:3:lowdin_charge:R:1
O 0.39295 0.33464 -1.52310 -0.16
C 0.86706 -0.15219 -0.42827 -0.61
O 0.23300 -0.51057 0.58543 -0.14
H 2.04343 -0.31846 -0.37758 0.11
H -1.72179 -0.64831 0.72117 -0.01
H -2.68263 -0.17295 -0.33694 0.04
O -2.66988 -0.72123 0.48336 -0.12
H 2.09409 2.83940 -1.64722 0.07
H 1.44201 3.77955 -0.62812 0.03
O 2.06310 3.81751 -1.37630 -0.12
H -0.19079 -2.05281 1.87862 -0.01
H -0.95879 -2.94513 1.18603 -0.02
O -0.67266 -2.86637 2.05231 -0.05
```

As for the molar mass: 99.06 g/mol. As for the lowest unoccupied orbital energy: 3.92 eV. Its charge is -1. The value obtained for the highest occupied orbital energy is -5.20 eV. The calculation puts the energy relative to the best compared isomer or geometry (same formula, charge and spin) at 0.754 eV. Its energy is -418.57960 Eh.

***

Entry 4:
# C35H32CrN6O6

A molecular structure, C35H32CrN6O6 (ωB97M-V/def2-TZVPD, the Open Molecules 2025 dataset).

```
80
Properties=species:S:1:pos:R:3:lowdin_charge:R:1
Cr -0.59598 0.30396 0.44125 0.81
C 1.45188 0.92708 2.86422 -0.08
N 1.39794 1.31138 1.45584 -0.19
C 2.44396 0.69758 0.64334 -0.11
C 2.18580 -0.77861 0.54835 -0.24
C 3.19248 -1.71499 0.71376 0.00
C 2.89516 -3.06526 0.62979 -0.03
C 1.57963 -3.42328 0.38022 -0.03
C 0.63365 -2.42877 0.23889 -0.10
N 0.90810 -1.11954 0.31770 0.02
C 1.26760 2.73757 1.21331 -0.12
C 0.58733 3.04438 -0.10268 -0.24
C 0.43489 4.36636 -0.49906 0.00
C -0.22730 4.64912 -1.67894 -0.04
C -0.70229 3.59559 -2.44770 -0.03
C -0.50019 2.31080 -1.98639 -0.11
N 0.12912 2.03448 -0.84308 0.06
C 0.21147 0.22304 3.38794 -0.23
C -0.10224 0.31563 4.73410 0.00
C -1.15208 -0.43185 5.24210 -0.03
C -1.85518 -1.26016 4.38414 -0.03
C -1.48696 -1.29021 3.05124 -0.09
N -0.48075 -0.56507 2.55960 0.07
H 1.64799 1.79369 3.49923 0.13
H 2.28219 0.22800 3.00896 0.14
H 3.44883 0.89633 1.03849 0.14
H 2.37306 1.11505 -0.36333 0.13
H 4.20234 -1.38619 0.91980 0.12
H 3.66517 -3.81116 0.77113 0.12
H 1.28402 -4.46095 0.31672 0.12
H -0.40272 -2.68650 0.07735 0.11
H 2.24499 3.24208 1.23105 0.14
H 0.64687 3.16823 1.99843 0.14
H 0.82295 5.16299 0.12272 0.12
H -0.37305 5.67347 -1.99417 0.12
H -1.22601 3.76599 -3.37732 0.11
H -0.85749 1.45331 -2.54143 0.10
H 0.48110 0.95714 5.38181 0.12
H -1.41105 -0.37333 6.29065 0.12
H -2.67360 -1.87323 4.73278 0.11
H -2.02044 -1.90737 2.34360 0.10
O -1.26850 1.76819 1.39774 -0.32
O -2.17910 1.29814 0.48392 -0.33
C 2.55414 -1.51563 -4.18821 0.00
O 1.18173 -1.92366 -4.06558 0.04
C 0.44023 -1.19918 -3.26168 -0.54
O 0.76068 -0.22212 -2.66484 0.16
H 3.11965 -1.88189 -3.33183 0.10
H 2.62957 -0.43208 -4.23994 0.10
H 2.91854 -1.97328 -5.10104 0.10
O -0.81857 -1.74151 -3.31450 0.20
C -1.77422 -1.59321 -2.38522 -0.31
N -2.96209 -2.06902 -2.75908 0.20
C -3.93581 -1.82757 -1.70225 -0.25
C -2.98159 -1.30735 -0.61292 -0.40
O -3.24080 -1.19898 0.54920 0.13
N -1.69717 -1.12870 -1.15684 0.18
C -4.95355 -0.79659 -2.16739 -0.16
C -4.88870 0.52305 -1.73578 0.00
C -5.79492 1.45068 -2.23275 -0.06
C -6.75241 1.06849 -3.15847 -0.07
C -6.81672 -0.25114 -3.58690 -0.07
C -5.92133 -1.18358 -3.09021 -0.03
C -4.58015 -3.09603 -1.16442 -0.16
C -4.10134 -4.36148 -1.47290 -0.03
C -4.66414 -5.48127 -0.87438 -0.07
C -5.69306 -5.34101 0.04213 -0.08
C -6.17258 -4.07419 0.34827 -0.06
C -5.61959 -2.95497 -0.24897 -0.02
H -3.21411 -2.24834 -3.71825 0.18
H -4.14373 0.82638 -1.00672 0.11
H -5.74838 2.47649 -1.89140 0.11
H -7.44969 1.79760 -3.54919 0.11
H -7.56509 -0.55355 -4.30734 0.11
H -5.97909 -2.21701 -3.41458 0.12
H -3.29208 -4.47982 -2.18352 0.11
H -4.29235 -6.46685 -1.12278 0.11
H -6.11945 -6.21164 0.52204 0.11
H -6.98022 -3.95277 1.05803 0.11
H -5.98829 -1.96796 -0.00371 0.13
```

As for the molar mass: 684.67 g/mol. As for the lowest unoccupied orbital energy (alpha / beta): -2.31 / -2.40 eV. As for the expectation value of S²: 3.91. Its charge is +1. The value obtained for the highest occupied orbital energy (alpha / beta) is -9.51 / -9.78 eV. Its spin multiplicity is 4. The calculation puts the energy relative to the best compared isomer or geometry (same formula, charge and spin) at 2.280 eV. Its energy is -3177.20742 Eh.

***

Entry 5:
# C41H51CaN5PSeSi

A molecular structure, C41H51CaN5PSeSi (ωB97M-V/def2-TZVPD, the Open Molecules 2025 dataset).

```
101
Properties=species:S:1:pos:R:3:lowdin_charge:R:1
Ca 0.36773 -0.19033 -0.67696 0.90
C 0.03996 -0.00803 6.69348 -0.10
C 0.01975 -1.27710 6.12724 -0.08
C 0.37094 -1.45490 4.79386 -0.09
C 0.74738 -0.36742 4.00795 -0.38
C 0.77287 0.89989 4.59143 -0.10
C 0.42665 1.08169 5.92494 -0.09
P 1.16221 -0.45976 2.21925 1.05
C 0.31166 -2.04232 1.80182 -0.43
C 0.95647 -3.17697 1.32257 -0.08
C 0.23904 -4.35013 1.10924 -0.07
C -1.11997 -4.39673 1.37200 -0.09
C -1.78161 -3.25043 1.79953 -0.07
C -1.07485 -2.07704 2.00153 -0.12
C 2.93013 -0.92365 2.26310 -0.33
C 3.61976 -1.24021 3.39936 -0.08
C 5.01545 -1.48387 3.34143 -0.09
C 5.68379 -1.37450 2.15922 -0.05
C 4.99928 -1.02074 0.96466 -0.18
C 5.68956 -0.85169 -0.26546 -0.07
C 4.99621 -0.47116 -1.37319 -0.11
C 3.58942 -0.27351 -1.30768 -0.18
C 2.83479 -0.44417 -0.16461 -0.19
C 3.59991 -0.80750 0.99765 -0.24
H -0.24989 0.13039 7.72807 0.10
H -0.27262 -2.13292 6.72335 0.10
H 0.35384 -2.44928 4.36351 0.11
H 1.06112 1.75484 3.98838 0.10
H 0.44618 2.07445 6.35748 0.10
H 2.02188 -3.14701 1.12862 0.11
H 0.74612 -5.22934 0.73128 0.11
H -1.67595 -5.31215 1.20895 0.10
H -2.85032 -3.27422 1.96825 0.11
H -1.59361 -1.19114 2.35565 0.10
H 3.10985 -1.30074 4.35326 0.09
H 5.54927 -1.74669 4.24701 0.09
H 6.75403 -1.54784 2.11690 0.10
H 6.76154 -1.01345 -0.30117 0.10
H 5.52616 -0.31737 -2.30962 0.08
H 3.09601 0.04391 -2.22570 0.03
N 2.63284 -0.77779 -7.19113 0.15
C 2.32957 -0.76725 -5.87096 -0.50
N 3.35214 -0.85120 -4.99819 0.19
N 1.06557 -0.68303 -5.52970 0.13
C 0.86631 -0.52773 -4.23234 -0.35
N 0.70950 -0.41221 -3.09414 0.04
H 3.52199 -1.13310 -7.49146 0.10
H 1.84997 -0.90377 -7.80996 0.11
H 4.30126 -0.72654 -5.29954 0.11
H 3.15952 -0.76362 -4.00977 0.07
Se -1.13387 -2.73640 -2.38028 0.48
C -2.11963 -4.23012 -1.75340 -0.75
C -3.39475 -4.12089 -1.18118 -0.16
C -4.06969 -5.24993 -0.74824 -0.19
N -3.59885 -6.50112 -0.83754 0.02
C -2.38990 -6.61025 -1.40367 -0.20
C -1.63635 -5.54240 -1.86285 -0.16
H -3.84280 -3.14066 -1.06587 0.09
H -5.05337 -5.14710 -0.29797 0.09
H -1.99717 -7.61961 -1.48649 0.09
H -0.65996 -5.71277 -2.30015 0.08
C -0.58010 5.14712 -0.79342 -0.11
C -0.01143 3.76969 -0.42807 -0.66
C 1.22459 3.50928 -1.31002 -0.13
C 0.51463 3.85298 1.01188 -0.13
Si -1.23459 2.22989 -0.59129 0.75
C -2.23583 2.42860 -2.29344 -0.64
C -3.38624 3.44304 -2.30813 -0.12
C -1.28170 2.80724 -3.43676 -0.13
C -2.81411 1.05365 -2.67839 -0.14
C -2.55557 2.35039 0.88412 -0.64
C -3.24243 3.70607 1.11174 -0.11
C -3.64534 1.29818 0.62548 -0.13
C -1.90120 1.95733 2.22026 -0.14
H 0.17471 5.93088 -0.61830 0.08
H -1.45841 5.39983 -0.19687 0.06
H -0.87021 5.20993 -1.84305 0.05
H 1.95705 4.31958 -1.17421 0.08
H 0.98824 3.45522 -2.37221 0.05
H 1.72873 2.57522 -1.03334 0.05
H 1.37098 4.54282 1.05316 0.08
H 0.85301 2.87900 1.38478 0.06
H -0.24202 4.23483 1.69996 0.06
H -3.06631 4.44399 -2.00829 0.06
H -4.20569 3.14435 -1.65309 0.06
H -3.80135 3.51820 -3.32568 0.08
H -0.90889 3.82890 -3.35766 0.05
H -1.81802 2.72762 -4.39434 0.08
H -0.42054 2.13488 -3.48871 0.05
H -3.50958 0.65416 -1.94105 0.05
H -2.03919 0.29554 -2.81697 0.02
H -3.35881 1.13578 -3.63237 0.08
H -3.73337 4.09453 0.22165 0.05
H -2.52859 4.46050 1.45262 0.06
H -4.00899 3.61170 1.89784 0.08
H -4.29027 1.56209 -0.21321 0.06
H -4.28591 1.20463 1.51492 0.08
H -3.22332 0.30887 0.41353 0.07
H -1.25526 2.73572 2.62486 0.05
H -1.29073 1.05489 2.12806 0.01
H -2.68038 1.75947 2.97224 0.08
```

As for the molar mass: 791.99 g/mol. As for the lowest unoccupied orbital energy: 1.86 eV. Its charge is -1. The value obtained for the highest occupied orbital energy is -3.93 eV. The calculation puts the energy relative to the best compared isomer or geometry (same formula, charge and spin) at 0.067 eV. Its energy is -5576.71518 Eh.

***

Entry 6:
# C3H7O2

A gas-phase ion, C3H7O2 (charge -1) (ωB97M-V/def2-TZVPD, the Open Molecules 2025 dataset).

```
12
Properties=species:S:1:pos:R:3:lowdin_charge:R:1
O -0.19901 2.58655 0.66828 -0.35
C -0.40172 1.44313 0.02873 -0.61
C 0.48107 0.27768 0.55151 -0.22
C -0.12935 -0.90084 -0.17185 -0.32
O 0.45150 -2.20595 0.11867 -0.12
H -1.39468 0.97974 -0.03501 0.05
H -0.28429 1.38862 -1.19992 0.09
H 0.41999 0.19265 1.64343 0.10
H 1.51854 0.42935 0.26448 0.10
H 0.03819 -0.67525 -1.24809 0.11
H -1.21528 -0.91121 0.10334 0.11
H 0.71503 -2.60448 -0.72357 0.06
```

As for the molar mass: 75.09 g/mol. As for the lowest unoccupied orbital energy: 3.69 eV. Its charge is -1. The value obtained for the highest occupied orbital energy is -2.19 eV. The calculation puts the energy relative to the best compared isomer or geometry (same formula, charge and spin) at 2.854 eV. Its energy is -268.93514 Eh. The SMILES is [O-]CCCO.